(1)
{
  "formula": "C5H7N4",
  "method": "ωB97M-V with the def2-TZVPD basis set",
  "spin_multiplicity": 1,
  "charge": 1,
  "total_energy_ev": -11250.174,
  "relative_energy_kcal_mol": 18.3,
  "homo_lumo_gap_ev": 8.892,
  "elements": ["C", "C", "C", "C", "C", "N", "N", "N", "N", "H", "H", "H", "H", "H", "H", "H"],
  "coordinates": [[1.43, 0.82, 1.30], [0.54, 1.47, 0.37], [1.22, -0.55, 1.42], [-0.20, 0.65, -0.51], [-1.41, -3.27, -0.58], [0.40, -1.19, 0.60], [-0.32, -3.37, -0.31], [-0.29, -0.62, -0.35], [-0.91, 1.27, -1.49], [2.01, 1.49, 1.98], [0.60, 2.59, 0.35], [1.74, -1.26, 2.14], [-2.38, -3.26, -0.84], [0.23, -2.28, 0.49], [-0.79, 2.26, -1.92], [-1.42, 0.58, -1.99]],
  "nbo_charge": [-0.191, -0.144, 0.038, 0.349, 0.254, -0.222, -0.375, -0.256, -0.780, 0.276, 0.256, 0.258, 0.238, 0.447, 0.448, 0.405]
}

=====

(2)
{
  "formula": "C21H40Cl3CoN2O4Si",
  "method": "ωB97M-V with the def2-TZVPD basis set",
  "spin_multiplicity": 4,
  "s_squared": 3.781,
  "charge": -1,
  "total_energy_ev": -116668.329,
  "relative_energy_kcal_mol": 94.9,
  "homo_lumo_gap_ev": [7.415, 6.441],
  "elements": ["C", "C", "H", "H", "H", "C", "C", "H", "H", "H", "H", "Co", "Cl", "Cl", "H", "H", "C", "C", "N", "H", "C", "O", "H", "H", "H", "H", "H", "H", "C", "C", "N", "H", "C", "O", "H", "H", "H", "H", "O", "C", "C", "C", "H", "C", "H", "C", "H", "C", "C", "H", "H", "H", "Si", "Cl", "C", "C", "C", "H", "H", "H", "H", "H", "H", "H", "H", "H", "C", "O", "H", "H", "H", "H"],
  "coordinates": [[4.44, 1.97, -1.66], [3.00, 2.28, -1.61], [5.06, 2.76, -1.22], [4.75, 1.85, -2.70], [4.65, 1.05, -1.12], [2.47, 3.25, -2.39], [3.25, 3.97, -3.44], [1.46, 3.62, -2.19], [3.59, 3.28, -4.23], [4.14, 4.48, -3.02], [2.63, 4.76, -3.90], [5.19, -0.98, -3.78], [3.70, -1.09, -2.01], [0.56, -1.89, -0.89], [-2.86, -3.84, 1.66], [-1.04, -5.86, 2.91], [-2.02, -3.93, 0.95], [-0.46, -5.52, 2.03], [-0.76, -4.15, 1.64], [-1.94, -3.03, 0.34], [-0.22, -3.11, 2.33], [-0.63, -1.96, 2.27], [0.61, -5.59, 2.26], [0.64, -3.41, 2.98], [-2.19, -4.80, 0.31], [-0.70, -6.19, 1.19], [1.01, 0.79, -3.93], [0.35, 3.09, -3.70], [-0.02, 0.42, -3.84], [-0.70, 2.79, -3.72], [-0.84, 1.44, -3.20], [-0.03, -0.50, -3.23], [-2.03, 1.06, -2.63], [-2.40, -0.10, -2.47], [-1.29, 3.46, -3.08], [-2.62, 1.94, -2.29], [-0.41, 0.19, -4.85], [-1.06, 2.85, -4.75], [1.31, 0.57, -1.03], [2.05, 1.56, -0.57], [-0.10, 2.89, -0.25], [1.20, 2.63, 0.19], [-0.51, 2.26, -1.05], [-0.83, 3.94, 0.32], [2.75, 1.15, 0.17], [1.78, 3.42, 1.18], [-1.85, 4.13, -0.02], [-0.25, 4.73, 1.32], [1.06, 4.48, 1.74], [2.81, 3.23, 1.48], [-0.82, 5.56, 1.77], [1.51, 5.09, 2.52], [2.30, -2.79, -1.74], [4.39, 0.26, -5.25], [1.14, -3.48, -3.11], [2.53, -3.91, -0.21], [3.79, -3.78, -2.69], [0.86, -2.70, -3.83], [0.23, -3.87, -2.62], [1.59, -4.32, -3.66], [4.02, -3.28, -3.65], [3.53, -4.81, -2.94], [4.72, -3.81, -2.10], [1.62, -3.90, 0.41], [3.38, -3.65, 0.43], [2.68, -4.94, -0.54], [-2.01, 0.50, 1.04], [-0.71, 0.67, 1.58], [-1.99, -0.05, 0.09], [-2.41, 1.50, 0.85], [-2.67, -0.02, 1.74], [-0.41, -0.23, 1.84]],
  "mulliken_spin": [-0.017, 0.091, 0.007, 0.000, -0.008, -0.005, 0.003, -0.004, 0.001, 0.000, 0.000, 1.948, 0.016, 0.029, 0.000, 0.000, 0.000, 0.000, 0.000, 0.000, 0.000, 0.000, 0.000, 0.000, 0.000, 0.000, 0.001, -0.001, -0.008, 0.001, 0.002, 0.005, -0.002, 0.001, 0.000, 0.000, 0.000, 0.000, 0.822, -0.027, 0.024, -0.031, -0.005, -0.003, 0.106, 0.015, 0.000, 0.000, 0.000, -0.002, 0.000, 0.000, -0.012, 0.044, 0.000, 0.001, 0.019, 0.000, 0.000, 0.000, -0.017, 0.000, 0.001, 0.000, 0.001, 0.000, 0.000, 0.001, 0.000, 0.000, 0.000, 0.000]
}

=====

(3)
{
  "formula": "C7H12O",
  "method": "ωB97M-V with the def2-TZVPD basis set",
  "smiles": "C[C@]12CCC[C@]1(O)C2",
  "spin_multiplicity": 1,
  "charge": 0,
  "total_energy_ev": -9492.743,
  "relative_energy_kcal_mol": 186.2,
  "homo_lumo_gap_ev": 8.958,
  "elements": ["C", "C", "C", "C", "C", "C", "O", "C", "H", "H", "H", "H", "H", "H", "H", "H", "H", "H", "H", "H"],
  "coordinates": [[-1.72, -0.47, 0.10], [-0.51, 0.18, -0.56], [0.40, -0.85, -1.26], [1.11, -1.22, 0.17], [0.85, -0.22, 1.21], [0.55, 0.80, 0.27], [1.67, 1.13, -0.49], [-0.67, 1.73, 0.01], [-2.33, 0.53, 0.69], [-2.26, -0.77, -0.95], [-1.52, -1.27, 1.01], [0.91, -0.18, -1.87], [-0.32, -1.58, -1.71], [0.59, -2.21, 0.24], [2.11, -1.47, -0.05], [-0.39, -0.50, 1.62], [1.72, -0.29, 1.96], [1.81, 2.13, -0.13], [-0.53, 2.55, -0.79], [-1.46, 1.98, 0.53]],
  "nbo_charge": [-0.640, -0.104, -0.401, -0.432, -0.433, 0.182, -0.715, -0.357, 0.206, 0.245, 0.209, 0.240, 0.215, 0.213, 0.223, 0.210, 0.238, 0.489, 0.214, 0.199]
}

=====

(4)
{
  "formula": "C2H3Cl3OSi",
  "method": "ωB97M-V with the def2-TZVPD basis set",
  "spin_multiplicity": 1,
  "charge": 0,
  "total_energy_ev": -49611.702,
  "relative_energy_kcal_mol": 142.4,
  "homo_lumo_gap_ev": 8.150,
  "elements": ["C", "C", "O", "Si", "Cl", "Cl", "Cl", "H", "H", "H"],
  "coordinates": [[0.41, -0.50, -0.74], [1.17, 0.67, 0.92], [1.27, -0.85, -1.42], [-1.41, -0.53, -0.59], [-0.08, 1.80, 1.28], [1.59, -0.43, 2.25], [2.69, 1.45, 0.28], [-1.65, -0.12, 0.92], [-2.16, -1.77, -1.01], [-1.84, 0.28, -1.90]],
  "nbo_charge": [0.322, -0.326, -0.419, 0.687, 0.030, 0.003, -0.019, -0.075, -0.114, -0.089]
}

=====

(5)
{
  "formula": "C13H24O4",
  "method": "ωB97M-V with the def2-TZVPD basis set",
  "smiles": "C=COC(=O)OCC[C@@H](C)CCC=C(C)C.O",
  "spin_multiplicity": 1,
  "charge": 0,
  "total_energy_ev": -22055.948,
  "relative_energy_kcal_mol": 63.5,
  "homo_lumo_gap_ev": 7.898,
  "elements": ["C", "C", "O", "C", "O", "O", "C", "C", "C", "C", "C", "C", "C", "C", "C", "C", "H", "H", "H", "H", "H", "H", "H", "H", "H", "H", "H", "H", "H", "H", "H", "H", "H", "H", "H", "H", "H", "H", "O", "H", "H"],
  "coordinates": [[-0.84, 0.81, -3.43], [0.18, 0.20, -4.08], [0.82, -0.93, -3.61], [0.01, -2.01, -3.40], [-0.98, -2.25, -4.02], [0.58, -2.80, -2.49], [-0.29, -3.27, -1.44], [0.00, -2.57, -0.13], [-0.39, -1.08, -0.11], [-1.91, -1.01, 0.04], [0.42, -0.35, 1.00], [-0.39, 0.35, 2.10], [0.52, 1.41, 2.69], [0.26, 2.73, 2.64], [1.30, 3.72, 2.19], [-1.08, 3.32, 3.00], [-1.78, 0.90, -3.96], [-0.76, 1.22, -2.43], [0.60, 0.60, -5.00], [-1.34, -3.17, -1.69], [-0.09, -4.33, -1.31], [-0.58, -3.08, 0.65], [1.06, -2.68, 0.12], [-0.10, -0.65, -1.06], [-2.36, -1.37, -0.89], [-2.29, 0.01, 0.14], [-2.29, -1.65, 0.83], [1.05, -1.09, 1.50], [1.10, 0.36, 0.54], [-1.27, 0.89, 1.73], [-0.64, -0.37, 2.89], [1.46, 1.10, 3.15], [2.30, 3.31, 2.26], [1.06, 4.07, 1.18], [1.28, 4.61, 2.83], [-1.61, 3.75, 2.14], [-0.87, 4.17, 3.65], [-1.71, 2.62, 3.55], [3.03, -1.50, -0.45], [2.78, -2.01, -1.24], [3.78, -1.99, -0.08]],
  "nbo_charge": [-0.540, 0.207, -0.523, 1.004, -0.582, -0.531, -0.069, -0.425, -0.213, -0.618, -0.385, -0.444, -0.196, 0.030, -0.639, -0.656, 0.228, 0.221, 0.177, 0.199, 0.192, 0.205, 0.227, 0.201, 0.208, 0.211, 0.204, 0.204, 0.220, 0.206, 0.201, 0.194, 0.220, 0.218, 0.194, 0.207, 0.219, 0.218, -0.941, 0.479, 0.469]
}

=====

(6)
{
  "formula": "C2H8",
  "method": "ωB97M-V with the def2-TZVPD basis set",
  "smiles": "C.C",
  "spin_multiplicity": 1,
  "charge": 0,
  "total_energy_ev": -2203.619,
  "relative_energy_kcal_mol": 0.3,
  "homo_lumo_gap_ev": 14.389,
  "elements": ["C", "H", "H", "H", "H", "C", "H", "H", "H", "H"],
  "coordinates": [[2.10, 5.94, 7.92], [1.90, 4.87, 7.76], [1.25, 6.40, 8.45], [2.23, 6.43, 6.94], [3.02, 6.05, 8.52], [3.53, 8.22, 13.97], [4.31, 8.34, 13.21], [3.93, 8.48, 14.96], [3.19, 7.17, 13.98], [2.68, 8.87, 13.73]],
  "nbo_charge": [-0.852, 0.213, 0.213, 0.213, 0.213, -0.852, 0.213, 0.213, 0.213, 0.213]
}

=====

Question: Among the records above, which one has the lowest charge?
Answer: C21H40Cl3CoN2O4Si